Record 1
DFT (ωB97M-V with the def2-TZVPD basis set) results for a structure of composition C41H38NO2RuSi in a non-equilibrium geometry.

Output
Total charge: +1
Energy: -2174.5318 hartree
Gap between HOMO and LUMO (alpha / beta): 8.533 / 6.098 eV
Max |F|: 0.0491 Eh/bohr
HOMO energy (alpha / beta): -0.4121 / -0.4122 hartree
Spin multiplicity: 5

Each line ends with the Mulliken charge.
Element x y z (Å)
Ru -0.44 0.18 0.06  0.27
Si -2.60 -0.85 -0.20  1.24
O -0.59 0.40 -1.86  -0.27
O -0.26 0.08 1.99  -0.76
N 1.71 -0.38 -0.10  1.69
C -4.21 0.88 -3.68  -0.60
C 0.81 -1.81 3.01  -0.26
C -4.65 -1.33 -2.08  -0.38
C 0.47 0.34 4.22  -0.41
C 1.28 1.87 -1.58  -0.13
C 1.98 -3.82 3.64  -1.06
C 0.74 0.89 -5.02  -0.34
C 0.35 1.46 -3.81  -0.70
C 3.85 -2.11 -0.17  -1.06
C -0.28 -2.59 2.64  -0.13
C -0.93 0.36 6.18  -0.88
C 0.58 1.59 -6.21  -0.91
C 2.08 -0.92 -1.26  -0.29
C -3.47 0.70 -2.52  -0.17
C 0.56 2.52 -0.56  1.56
C 0.01 2.85 -6.21  -0.53
C -3.68 -0.41 -1.71  0.37
C -1.78 -2.57 -0.63  -1.22
C -0.23 2.72 -3.83  0.00
C -0.41 3.41 -5.02  -0.92
C 3.12 -1.84 -1.32  -1.18
C 0.59 0.81 -2.44  2.26
C -3.55 -0.93 1.48  -1.24
C -5.18 -0.05 -4.03  -0.53
C 3.21 3.20 -1.03  -0.93
C 1.19 3.47 0.23  -1.07
C 1.47 -0.47 -2.56  -1.82
C 2.45 -0.56 1.00  -0.37
C 1.93 -2.44 3.55  -0.25
C 2.60 2.23 -1.81  -0.42
C 2.51 3.81 0.00  -0.66
C 1.18 1.42 4.73  -0.31
C 0.75 -0.28 2.84  2.63
C -0.61 -0.16 4.94  -0.30
C 3.53 -1.43 0.99  -0.81
C -0.19 1.41 6.70  -0.49
C 2.10 0.22 2.23  -1.49
C -5.39 -1.16 -3.23  -0.68
C 0.90 -4.59 3.23  -0.63
C -0.24 -3.97 2.75  -1.22
C 0.85 1.95 5.97  -0.98
H -2.53 -3.35 -0.53  0.52
H -3.63 -1.96 1.80  0.39
H 4.13 -1.55 1.87  0.60
H -1.42 -2.57 -1.65  0.31
H -0.42 1.81 7.68  0.42
H 4.23 3.49 -1.24  0.49
H -0.53 2.40 -0.47  -0.17
H 2.86 -4.29 4.05  0.46
H 0.63 3.97 1.01  0.55
H 2.00 1.86 4.19  0.39
H 1.41 2.78 6.36  0.42
H 4.67 -2.81 -0.20  0.47
H 2.89 0.11 2.96  0.86
H 0.95 -5.66 3.29  0.44
H -4.84 -2.19 -1.45  0.36
H -0.85 4.39 -5.01  0.44
H -6.14 -1.89 -3.51  0.39
H 3.37 -2.29 -2.27  0.61
H 1.97 1.27 1.96  0.30
H 0.91 1.14 -7.13  0.43
H -0.94 -2.81 0.03  0.28
H -0.54 3.18 -2.91  0.37
H 2.76 -1.86 3.93  0.60
H -0.10 3.39 -7.14  0.44
H 3.16 1.76 -2.61  0.47
H -1.09 -4.56 2.47  0.45
H -2.72 1.43 -2.25  0.14
H 0.81 -1.25 -2.97  0.78
H 2.98 4.57 0.60  0.46
H -1.17 -2.09 2.28  1.06
H -1.76 -0.05 6.73  0.43
H 2.29 -0.32 -3.27  0.77
H 1.18 -0.09 -5.07  0.48
H -3.06 -0.37 2.28  0.29
H -4.55 -0.53 1.37  0.43
H -4.04 1.73 -4.31  0.43
H -1.19 -0.98 4.54  0.41
H -5.76 0.09 -4.93  0.40



Record 2
DFT (ωB97M-V with the def2-TZVPD basis set) results for the molecule C9H10BrClO2 in a non-equilibrium geometry.

Output
Energy: -3533.4511 hartree
Gap between HOMO and LUMO (alpha / beta): 6.505 / 7.729 eV
Max |F|: 0.1551 Eh/bohr
HOMO energy (alpha / beta): -0.2133 / -0.3729 hartree
Energy above the lowest of the compared OMol25 structures with the same formula, charge and spin: 0.000 eV
Spin multiplicity: 3

Each line ends with the Mulliken charge.
Element x y z (Å)
Br -3.06 1.07 -0.67  -0.08
Cl -0.66 1.74 1.03  -0.15
O 2.51 -0.30 -0.06  -0.62
O 2.20 1.87 -0.71  -0.29
C 1.87 0.57 -0.61  0.82
C -2.42 -1.89 1.05  -0.53
C -1.76 -2.43 0.02  -0.27
C 3.51 2.17 -0.01  -0.71
C -2.13 -0.54 1.51  -0.64
C 0.52 0.33 -1.35  -1.49
C -1.54 0.39 0.42  0.21
C -0.77 -1.75 -0.75  -0.50
C -0.46 -0.48 -0.61  0.53
H -1.45 -0.30 2.36  0.32
H 0.11 1.28 -1.57  0.39
H -3.04 -2.58 1.69  0.31
H -3.07 -0.01 1.94  0.33
H -0.36 -2.31 -1.49  0.54
H 3.24 2.43 0.94  0.30
H 0.69 -0.18 -2.27  0.54
H 4.01 1.28 -0.04  0.39
H 3.85 3.10 -0.59  0.19
H -1.80 -3.45 -0.22  0.40



Record 3
DFT (ωB97M-V with the def2-TZVPD basis set) results for the ion C6H13N2 with charge +1 in a non-equilibrium geometry.

Output
Total charge: +1
Energy: -345.5789 hartree
Gap between HOMO and LUMO (alpha / beta): 7.771 / 7.772 eV
SMILES: C=[N+](C)/C=C\N(C)C
Max |F|: 0.0966 Eh/bohr
HOMO energy (alpha / beta): -0.4499 / -0.4499 hartree
Energy above the lowest of the compared OMol25 structures with the same formula, charge and spin: 3.187 eV

Each line ends with the Mulliken charge.
Element x y z (Å)
N 1.18 0.88 -0.22  0.01
N -0.94 -1.24 0.50  0.18
C 0.34 -1.13 0.95  -0.46
C -1.69 -0.19 0.71  -0.44
C 1.20 -0.05 0.71  -0.12
C -1.37 -2.55 0.01  -1.01
C 1.98 2.16 -0.14  -0.85
C 0.16 0.86 -1.33  -1.01
H -2.03 -2.58 -0.83  0.38
H 2.13 0.01 1.22  0.39
H 0.17 -0.02 -1.85  0.41
H -0.57 -3.14 -0.28  0.42
H 2.79 2.01 0.62  0.27
H -0.84 1.21 -1.04  0.35
H 0.39 1.71 -2.09  0.29
H -2.73 -0.03 0.61  0.36
H 2.28 2.68 -1.06  0.30
H 1.32 2.94 0.28  0.38
H -1.84 -3.12 0.88  0.36
H 0.75 -2.01 1.42  0.46
H -1.38 0.64 1.40  0.33



Record 4
DFT (ωB97M-V with the def2-TZVPD basis set) results for a cluster of 3 separate species, C3H13NO2S2 in total in a non-equilibrium geometry.

Output
Energy: -1123.6361 hartree
Gap between HOMO and LUMO: 8.894 eV
SMILES: CNCCSS.O.O
Max |F|: 0.0471 Eh/bohr
HOMO energy: -0.3154 hartree
Energy above the lowest of the compared OMol25 structures with the same formula, charge and spin: 2.127 eV

Each line ends with the Mulliken charge.
Element x y z (Å)
S -0.92 2.92 0.32  -0.21
S 0.62 1.74 -0.14  -0.13
O 0.47 -2.42 -5.79  -0.61
O -1.51 -4.93 -2.78  -0.63
N -0.26 -0.42 2.54  -0.20
C -0.01 -1.68 3.12  -0.95
C 0.62 0.72 2.63  -0.62
C 1.38 0.84 1.28  -0.48
H 1.40 -2.72 -5.87  0.31
H 0.95 -1.85 3.55  0.34
H -0.75 -1.94 3.91  0.32
H 2.43 1.20 1.29  0.38
H 1.44 -0.21 1.03  0.26
H 0.03 1.56 2.99  0.41
H 0.04 -2.53 2.36  0.24
H -0.43 4.18 0.15  0.15
H -1.23 -0.17 2.45  0.23
H 1.53 0.48 3.33  0.25
H -1.20 -4.02 -2.75  0.31
H 0.76 -2.05 -4.93  0.30
H -1.51 -5.31 -1.90  0.32



Record 5
DFT (ωB97M-V with the def2-TZVPD basis set) results for a structure of composition C32H37Cl4N8O8PV in a non-equilibrium geometry.

Output
Energy: -5408.0215 hartree
Gap between HOMO and LUMO (alpha / beta): 6.069 / 7.294 eV
Max |F|: 0.0504 Eh/bohr
HOMO energy (alpha / beta): -0.2479 / -0.2975 hartree
Energy above the lowest of the compared OMol25 structures with the same formula, charge and spin: 0.000 eV
Spin multiplicity: 4

Each line ends with the Mulliken charge.
Element x y z (Å)
V -0.32 -0.70 0.34  0.17
Cl 3.17 6.15 -0.89  -0.26
Cl 2.70 -1.87 -1.90  -0.08
Cl 3.62 -4.07 -0.27  -0.15
Cl 2.29 -4.57 -2.77  -0.15
P -0.36 -0.09 -1.95  1.77
O -0.26 -1.06 -3.25  -0.37
O -1.65 0.82 -2.39  -0.23
O 3.91 1.12 2.01  -0.51
O 0.52 -4.74 -0.42  -0.69
O 1.58 0.03 0.64  0.73
O 2.18 -1.79 1.78  -0.47
O 0.76 1.00 -2.26  0.10
O 0.38 -2.53 -0.21  -0.77
N -3.45 1.97 0.57  -0.78
N -0.38 -1.03 2.38  0.58
N -1.25 1.06 0.62  0.66
N -2.17 -1.34 0.25  1.02
N -3.70 4.25 0.60  -0.38
N 0.51 2.53 0.93  0.35
N -1.58 3.42 0.70  -0.81
N -0.09 -0.52 4.52  0.04
C -2.59 -2.61 0.09  -0.15
C -0.41 -2.96 -4.69  -1.72
C -0.01 -4.18 5.02  -0.48
C 3.86 -0.16 1.40  -1.22
C 3.46 2.25 -0.10  -0.30
C -3.40 0.53 -4.03  -1.67
C -0.80 2.34 0.72  0.05
C 2.34 -3.51 -1.35  1.24
C 3.79 3.44 1.98  1.28
C 0.46 2.80 -3.89  -1.18
C 3.72 2.23 1.27  0.66
C -0.25 -0.06 3.25  -1.04
C -0.28 -2.21 3.10  0.39
C -3.11 -0.39 0.43  -0.02
C 3.29 3.45 -0.77  -1.06
C 0.03 -2.87 5.44  -1.20
C -2.89 3.19 0.62  0.00
C -0.31 -3.55 2.69  -0.02
C -0.10 -1.90 4.46  0.70
C 0.94 -3.61 -0.57  -0.58
C -0.76 -2.39 -3.33  0.86
C 4.05 3.40 3.46  -1.47
C 1.10 1.46 -3.58  -0.26
C 3.62 4.63 1.30  -0.85
C -3.92 -2.97 0.10  -0.91
C -0.17 -4.51 3.67  -1.32
C -2.59 0.96 0.56  0.32
C -4.89 -1.98 0.28  -1.00
C 2.42 -0.71 1.27  0.16
C -4.48 -0.67 0.43  -0.28
C -2.97 0.34 -2.59  0.31
C 3.38 4.64 -0.06  0.09
H -3.29 1.58 -4.31  0.33
H -1.82 -3.35 -0.08  0.19
H -4.21 -4.00 -0.03  0.56
H -5.94 -2.23 0.27  0.45
H 0.05 0.04 5.34  0.26
H 3.36 2.70 3.95  0.25
H 3.09 3.45 -1.83  0.50
H 5.06 3.03 3.66  0.31
H 3.36 1.33 -0.66  0.23
H 2.19 1.56 -3.58  0.41
H -2.79 -0.07 -4.70  0.27
H -4.69 4.12 0.50  0.23
H -0.38 -3.81 1.65  0.04
H 1.13 1.74 0.75  -0.34
H -0.27 0.99 3.03  0.47
H 4.39 -0.84 2.06  0.40
H 0.09 -4.98 5.75  0.40
H 0.81 0.72 -4.32  0.18
H -3.05 -0.72 -2.32  -0.09
H -3.63 0.91 -1.93  0.39
H -1.85 -2.39 -3.20  0.14
H 3.93 4.39 3.90  0.41
H 0.16 -2.60 6.48  0.42
H -5.17 0.15 0.55  0.58
H -0.33 -3.01 -2.53  -0.21
H -3.29 5.17 0.62  0.25
H 3.68 5.57 1.84  0.39
H 0.73 3.55 -3.15  0.26
H -0.89 -3.93 -4.80  0.39
H -0.75 -2.29 -5.47  0.40
H -0.63 2.70 -3.90  0.13
H 0.85 3.48 0.85  0.32
H 0.80 3.14 -4.87  0.47
H 0.67 -3.09 -4.77  0.34
H -4.45 0.25 -4.14  0.47
H -0.17 -5.55 3.38  0.46
H 4.35 -0.15 0.42  0.28



Record 6
DFT (ωB97M-V with the def2-TZVPD basis set) results for the molecule C4H6ClNO3 in a non-equilibrium geometry.

Output
Energy: -896.3971 hartree
Gap between HOMO and LUMO: 7.629 eV
Max |F|: 0.0812 Eh/bohr
HOMO energy: -0.3308 hartree
Energy above the lowest of the compared OMol25 structures with the same formula, charge and spin: 7.875 eV

Each line ends with the Mulliken charge.
Element x y z (Å)
Cl 5.31 1.91 -1.08  -0.15
O 1.62 0.00 0.95  -0.30
O 5.30 -0.98 0.54  -0.54
O 3.12 -1.40 0.01  -0.42
N 4.46 -0.35 -0.01  0.76
C -0.87 0.31 0.36  -0.91
C 2.13 -0.68 -0.12  0.27
C 4.12 0.56 -0.75  -0.24
C 0.14 -0.38 1.24  -0.42
H -0.73 -0.11 -0.65  0.27
H -1.01 1.37 0.48  0.29
H 0.15 -0.14 2.22  0.36
H 0.16 -1.52 1.14  0.32
H 1.33 -0.77 -0.87  0.29
H -1.78 -0.07 0.56  0.43



What is the formula in the second record? C9H10BrClO2



Which value of energy does entry 6 give? -896.3971 hartree



Look up the max |F| of the fifth one. 0.0504 Eh/bohr